{
  "formula": "C5H10AgO3",
  "method": "ωB97M-V with the def2-TZVPD basis set",
  "e_homo_ev": -13.1,
  "charge": 1,
  "total_energy_ev": -15473.6962,
  "homo_lumo_gap_ha": 0.28222,
  "species": ["C", "O", "C", "H", "H", "H", "H", "H", "Ag", "O", "C", "C", "O", "C", "H", "H", "H", "H", "H"],
  "xyz": [[1.169, -2.221, 1.015], [1.335, -1.252, -0.004], [0.670, -1.535, -1.225], [1.565, -1.803, 1.948], [0.106, -2.456, 1.174], [1.735, -3.127, 0.753], [0.273, -0.017, -1.177], [1.073, -2.515, -1.536], [2.119, 0.854, 0.325], [0.000, 2.535, -1.169], [-0.980, 1.781, -1.159], [-0.893, 0.598, -0.319], [-1.759, -0.482, -0.397], [-1.441, -1.511, -1.194], [-1.533, 1.584, -2.106], [-0.778, 0.850, 0.741], [-1.746, -2.472, -0.771], [-1.561, -1.245, -2.254], [0.577, -1.202, -2.264]]
}